Entry 1:
C4H2N2S as an isolated structure in a non-equilibrium geometry, computed with the ωB97M-V functional and the def2-TZVPD basis.

```
! RIJCOSX wB97M-V def2-TZVPD def2/J DEFGRID3
* xyz 0 1
C 1.4234 -0.9747 -0.5554
C 0.6575 1.2831 0.1058
C -1.6376 -0.2683 0.1200
C 1.0114 0.0171 0.3083
N 1.8741 -1.7149 -1.2842
N -0.0177 2.2572 0.1560
S -2.0562 1.1403 -0.0496
H -1.9078 -1.2979 -0.0440
H 0.6529 -0.4418 1.2432
*
```

The highest occupied orbital energy (alpha / beta) comes out at -8.819 / -8.820 eV. The value obtained for the energy relative to the best compared isomer or geometry (same formula, charge and spin) is 93.03 kcal/mol. The orbital gap (alpha / beta) comes out at 7.32 / 7.33 eV.

Table of Löwdin atomic charges, one value per atom, all in e: -0.31, -0.35, -0.42, -0.18, 0.14, 0.00, 0.98, 0.03, 0.11

Entry 2:
One molecule with the formula C3H4O in a non-equilibrium geometry, computed with the ωB97M-V functional and the def2-TZVPD basis.

```
! RIJCOSX wB97M-V def2-TZVPD def2/J DEFGRID3
* xyz 0 1
C -0.4686 -0.5928 0.0576
C -1.6963 -0.2605 0.3025
C 1.7938 -0.1423 -0.1352
O 0.7022 -0.7783 0.2716
H -2.4819 -0.7102 -0.1033
H -1.8489 0.6253 0.9480
H 2.7979 -0.5183 0.0544
H 1.9211 0.5059 -0.9941
*
```

The highest occupied orbital energy (alpha / beta) comes out at -7.781 / -7.206 eV. The value obtained for the energy relative to the best compared isomer or geometry (same formula, charge and spin) is 113.76 kcal/mol. The orbital gap (alpha / beta) comes out at 8.44 / 7.74 eV.

Table of Löwdin atomic charges, one value per atom, all in e: -0.18, 0.04, -0.05, 0.00, 0.00, 0.08, 0.05, 0.05

Entry 3:
C53H35ClMoN5O2 as an isolated structure in a non-equilibrium geometry, computed with the ωB97M-V functional and the def2-TZVPD basis.

```
! RIJCOSX wB97M-V def2-TZVPD def2/J DEFGRID3
* xyz 1 1
Mo 0.2589 0.4238 1.3002
C -7.0904 -1.5940 2.6538
C -6.6339 -1.0113 1.4795
C -5.3013 -0.6446 1.3585
C -4.4096 -0.8641 2.4053
C -4.8756 -1.4488 3.5802
C -6.2091 -1.8094 3.7047
C -2.9793 -0.4673 2.2692
C -2.6920 0.8837 2.1376
C -3.6595 1.9190 2.3275
C -2.9967 3.0975 2.3118
C -1.6160 2.7981 2.1013
C -0.5919 3.7217 2.2063
C -0.9610 5.1629 2.3135
C -0.7014 5.8728 3.4836
C -1.0618 7.2083 3.5876
C -1.6819 7.8475 2.5223
C -1.9448 7.1458 1.3542
C -1.5894 5.8083 1.2523
C 0.7483 3.3675 2.2488
N 1.2795 2.0850 2.2098
C 2.6552 2.2801 2.1535
C 3.6281 1.3111 1.9803
C 5.0621 1.7151 1.9467
C 5.8083 1.5255 0.7863
C 7.1467 1.8900 0.7460
C 7.7520 2.4395 1.8677
C 7.0154 2.6235 3.0304
C 5.6757 2.2655 3.0693
C 3.3335 -0.0374 1.8407
C 4.3034 -1.0852 1.8347
C 3.6193 -2.2525 1.8009
C 2.2259 -1.9248 1.8038
N 2.0686 -0.5547 1.7903
C 1.2173 -2.8689 1.9630
C -0.1126 -2.5487 2.1858
C -1.1525 -3.5290 2.2975
C -2.3206 -2.8594 2.3828
C -2.0088 -1.4610 2.3175
N -0.6454 -1.2766 2.2232
C 1.5997 -4.3104 1.9229
C 2.0499 -4.8817 0.7362
C 2.3977 -6.2240 0.6883
C 2.3095 -7.0055 1.8321
C 1.8695 -6.4401 3.0214
C 1.5129 -5.1000 3.0662
C 2.9633 3.6766 2.1972
C 1.7938 4.3444 2.2547
N -1.4413 1.4410 1.9429
H -8.1304 -1.8772 2.7506
H -7.3149 -0.8435 0.6554
H -4.9429 -0.1961 0.4386
H -4.1909 -1.6075 4.4052
H -6.5607 -2.2563 4.6253
H -4.7085 1.7546 2.5118
H -3.3945 4.0847 2.4807
H -0.2242 5.3707 4.3172
H -0.8618 7.7488 4.5035
H -1.9612 8.8897 2.6033
H -2.4264 7.6397 0.5204
H -1.7938 5.2587 0.3403
H 5.3313 1.0919 -0.0862
H 7.7177 1.7433 -0.1619
H 8.7964 2.7212 1.8371
H 7.4860 3.0418 3.9107
H 5.1015 2.3972 3.9791
H 5.3696 -0.9435 1.8953
H 4.0165 -3.2538 1.8285
H -1.0045 -4.5962 2.2766
H -3.3138 -3.2726 2.4404
H 2.1093 -4.2718 -0.1582
H 2.7347 -6.6601 -0.2434
H 2.5829 -8.0519 1.7974
H 1.8056 -7.0423 3.9183
H 1.1755 -4.6572 3.9962
H 3.9573 4.0909 2.1564
H 1.6430 5.4109 2.2686
Cl 0.1857 -5.5235 -3.3665
C 0.1207 -4.0332 -2.4860
C -1.0631 -3.6373 -1.8739
C -1.1005 -2.4615 -1.1496
C 0.0336 -1.6610 -1.0284
O -0.0374 -0.5802 -0.2502
C 1.2135 -2.0383 -1.6686
C 2.4638 -1.2493 -1.6770
O 2.5937 -0.1005 -1.3230
C 1.2403 -3.2373 -2.3848
H -1.9443 -4.2599 -1.9567
H -2.0038 -2.1494 -0.6408
H 3.3279 -1.7934 -2.1077
H 2.1616 -3.5377 -2.8710
C 1.8476 2.7122 -2.4570
C 1.2436 2.1911 -1.2406
N 0.7791 1.7840 -0.2798
H 1.9399 3.7945 -2.3919
H 1.2322 2.4503 -3.3152
H 2.8328 2.2608 -2.5673
*
```

The highest occupied orbital energy (alpha / beta) comes out at -9.752 / -9.751 eV. The value obtained for the energy relative to the best compared isomer or geometry (same formula, charge and spin) is 9.49 kcal/mol. The orbital gap (alpha / beta) comes out at 5.90 / 5.88 eV.

Table of Löwdin atomic charges, one value per atom, all in e: 1.73, -0.07, -0.07, -0.04, -0.22, -0.04, -0.06, -0.06, -0.21, 0.03, 0.03, -0.22, -0.07, -0.22, -0.03, -0.06, -0.07, -0.07, -0.04, -0.23, -0.03, -0.22, -0.06, -0.21, -0.03, -0.07, -0.07, -0.06, -0.03, -0.23, 0.03, 0.03, -0.21, 0.00, -0.06, -0.22, 0.02, 0.02, -0.22, 0.00, -0.21, -0.03, -0.06, -0.07, -0.06, -0.03, 0.02, 0.02, -0.03, 0.11, 0.11, 0.12, 0.13, 0.11, 0.12, 0.13, 0.13, 0.11, 0.11, 0.11, 0.12, 0.12, 0.11, 0.11, 0.11, 0.13, 0.12, 0.12, 0.12, 0.12, 0.10, 0.11, 0.11, 0.11, 0.13, 0.12, 0.12, 0.69, -0.66, -0.06, 0.01, -0.28, -0.27, -0.13, -0.17, 0.03, -0.08, 0.12, 0.12, 0.13, 0.12, -0.01, -0.14, 0.09, 0.10, 0.10, 0.09

Entry 4:
A 2-piece molecular cluster, CHO6S overall in a non-equilibrium geometry, computed with the ωB97M-V functional and the def2-TZVPD basis.

```
! RIJCOSX wB97M-V def2-TZVPD def2/J DEFGRID3
* xyz -1 1
C 0.1106 -0.7710 1.9149
O 1.0531 -2.4399 0.3314
O 0.2586 -0.7768 3.0695
O -1.1235 -2.9567 1.2178
O -0.9192 -1.2401 -0.4850
O 1.1024 0.4840 -0.2838
O 0.7227 0.9267 1.0322
S -0.2825 -1.9956 0.5883
H 0.3651 -0.1202 -0.4709
*
```

The highest occupied orbital energy (alpha / beta) comes out at -4.728 / -4.727 eV. The value obtained for the energy relative to the best compared isomer or geometry (same formula, charge and spin) is 116.14 kcal/mol. The orbital gap (alpha / beta) comes out at 8.59 / 8.59 eV.

Table of Löwdin atomic charges, one value per atom, all in e: -0.18, -0.29, 0.14, -0.30, -0.32, -0.19, -0.24, 0.39, -0.03

Entry 5:
A 2-piece molecular cluster, C4H9N overall in a non-equilibrium geometry, computed with the ωB97M-V functional and the def2-TZVPD basis.

```
! RIJCOSX wB97M-V def2-TZVPD def2/J DEFGRID3
* xyz 0 1
C -2.2775 -2.6737 -0.0602
N -2.6303 -2.1058 1.0221
H -2.0720 -3.7388 -0.1589
H -2.1775 -2.1688 -1.0513
H -2.5706 -1.1085 0.7848
C 2.3481 0.6171 -0.4830
C 1.4892 1.6762 0.2885
C 0.9158 2.5812 -0.5264
H 3.3658 0.7204 -0.1242
H 2.0456 -0.4336 -0.3022
H 2.0557 0.6623 -1.5290
H 1.3783 1.4353 1.3497
H -0.0940 2.9128 -0.8008
H 1.6270 3.2440 -1.0638
*
```

The highest occupied orbital energy comes out at -8.142 eV. The value obtained for the energy relative to the best compared isomer or geometry (same formula, charge and spin) is 94.35 kcal/mol. Its SMILES is C=CC.C=N. The orbital gap comes out at 8.73 eV.

Table of Löwdin atomic charges, one value per atom, all in e: -0.16, 0.01, 0.05, 0.07, 0.03, -0.12, -0.21, -0.06, 0.06, 0.08, 0.06, 0.08, 0.05, 0.07

Entry 6:
A 2-piece molecular cluster, H2N4O3 overall in a non-equilibrium geometry, computed with the ωB97M-V functional and the def2-TZVPD basis.

```
! RIJCOSX wB97M-V def2-TZVPD def2/J DEFGRID3
* xyz 0 1
N 2.5100 0.2413 0.5173
N -1.5177 0.5006 -0.4323
N 2.2240 1.3129 0.5642
N -0.9459 -0.6600 -0.0020
O 2.7760 -0.8883 0.4513
O -0.8777 -0.8089 1.1897
O -0.4753 -1.3281 -0.8855
H -1.5509 0.5387 -1.4325
H -2.1425 1.0918 0.0296
*
```

The highest occupied orbital energy comes out at -11.459 eV. The value obtained for the energy relative to the best compared isomer or geometry (same formula, charge and spin) is 0.00 kcal/mol. Its SMILES is N[N+](=O)[O-].N#[N+][O-]. The orbital gap comes out at 12.09 eV.

Table of Löwdin atomic charges, one value per atom, all in e: -0.32, 0.17, 0.23, -0.52, 0.10, 0.07, 0.06, 0.11, 0.10

Repeat the first record exactly.
C4H2N2S as an isolated structure in a non-equilibrium geometry, computed with the ωB97M-V functional and the def2-TZVPD basis.

```
! RIJCOSX wB97M-V def2-TZVPD def2/J DEFGRID3
* xyz 0 1
C 1.4234 -0.9747 -0.5554
C 0.6575 1.2831 0.1058
C -1.6376 -0.2683 0.1200
C 1.0114 0.0171 0.3083
N 1.8741 -1.7149 -1.2842
N -0.0177 2.2572 0.1560
S -2.0562 1.1403 -0.0496
H -1.9078 -1.2979 -0.0440
H 0.6529 -0.4418 1.2432
*
```

The highest occupied orbital energy (alpha / beta) comes out at -8.819 / -8.820 eV. The value obtained for the energy relative to the best compared isomer or geometry (same formula, charge and spin) is 93.03 kcal/mol. The orbital gap (alpha / beta) comes out at 7.32 / 7.33 eV.

Table of Löwdin atomic charges, one value per atom, all in e: -0.31, -0.35, -0.42, -0.18, 0.14, 0.00, 0.98, 0.03, 0.11